*w*
Here is a structure of composition C4H2NO2 from the Open Molecules 2025 dataset. Energies are from the ωB97M-V functional and the def2-TZVPD basis.

XYZ file:
```
9
Properties=species:S:1:pos:R:3:mulliken_charge:R:1
N -0.519 1.043 -0.516 -0.4684
H 2.585 0.858 -0.042 0.1608
H -2.641 1.144 0.034 0.4561
C 2.236 -0.209 -0.005 0.0449
C -1.732 0.670 -0.060 -0.3877
O 2.871 -1.193 -0.300 -0.4481
C -0.026 -0.274 -0.682 -0.4008
C -1.262 -0.658 0.313 0.6703
O -1.512 -1.381 1.259 -0.6271
```

Summary:
2S+1 ... 1
Net charge ... -1
Frontier orbital gap (alpha / beta) ... 6.7 / 6.8 eV

*x*
Here is the ion C4H2NO2 with charge -1 from the Open Molecules 2025 dataset. Energies are from the ωB97M-V functional and the def2-TZVPD basis.

XYZ file:
```
9
Properties=species:S:1:pos:R:3:mulliken_charge:R:1
O 2.059 -0.488 1.073 -0.6270
O 1.550 -1.169 -0.940 -0.6132
C -1.969 0.970 -0.021 -0.7681
H 0.292 1.536 0.678 0.2112
N -0.296 -0.479 0.542 -0.2729
C -0.649 0.854 0.599 0.1041
C -1.204 -0.108 -0.505 0.0857
C 1.361 -0.761 0.151 0.5994
H -1.145 -0.355 -1.576 0.2808
```

Summary:
2S+1 ... 1
Net charge ... -1
Frontier orbital gap ... 8.1 eV

Short version: *x*, *w*, most stable first.

*w*
Here is the ion C5H9N2S with charge +1 from the Open Molecules 2025 dataset. Energies are from the ωB97M-V functional and the def2-TZVPD basis.

XYZ file:
```
17
Properties=species:S:1:pos:R:3:mulliken_charge:R:1
H 1.192 2.381 -1.184 0.4529
H -0.390 1.323 1.885 0.4882
N -0.539 -0.427 -0.563 0.0848
C -0.249 -0.836 0.655 0.1602
C -0.121 0.760 -1.066 0.0135
H 2.418 1.432 0.706 0.3181
H -0.366 1.099 -2.081 0.2725
H -0.576 -1.607 2.730 0.2089
H 1.082 0.364 2.385 0.4131
H -0.375 -2.189 -1.569 0.4597
C -1.089 -1.437 -1.534 -1.0016
C 0.577 1.022 1.752 -0.6706
H -2.079 -1.881 -1.224 0.3017
S -0.432 -2.309 1.512 -0.1018
C 0.727 1.704 -0.579 -0.5291
H -1.136 -1.013 -2.539 0.3101
N 1.356 1.614 0.712 -0.1806
```

Summary:
2S+1 ... 1
Net charge ... +1
Frontier orbital gap ... 8.5 eV

*x*
Here is the ion C5H9N2S with charge +1 from the Open Molecules 2025 dataset. Energies are from the ωB97M-V functional and the def2-TZVPD basis.

XYZ file:
```
17
Properties=species:S:1:pos:R:3:mulliken_charge:R:1
S 1.411 1.461 -0.109 -0.1057
H 1.017 -2.094 1.031 0.4309
N 1.724 -1.192 -0.702 -0.2939
C 0.793 -1.274 0.378 -0.0827
N -0.519 -1.007 0.023 -0.5891
C -1.069 0.136 0.040 0.7829
H 2.641 -1.822 -0.869 0.3472
H -2.579 1.582 -0.296 0.3110
C -0.320 1.393 0.500 -0.6325
H -3.228 -0.196 0.198 0.3004
C -2.429 0.479 -0.411 -0.9821
H -2.500 0.262 -1.486 0.2930
H -0.803 2.275 0.088 0.4054
C 1.889 -0.214 0.425 -0.2545
H 1.435 -0.766 -1.581 0.3422
H -0.220 1.423 1.572 0.3388
H 2.756 -0.447 1.198 0.3887
```

Summary:
2S+1 ... 1
Net charge ... +1
Frontier orbital gap ... 9.9 eV

Short version: *x*, *w*, most stable first.

*w*
Here is an isolated molecule of C7H13NO2S from the Open Molecules 2025 dataset. Energies are from the ωB97M-V functional and the def2-TZVPD basis.

XYZ file:
```
24
Properties=species:S:1:pos:R:3:mulliken_charge:R:1
H -1.147 -2.045 -1.122 0.3404
C 3.243 -0.833 0.442 -0.8534
H 3.853 0.068 0.113 0.2603
H -2.812 -1.901 -0.543 0.4688
C -0.273 0.124 0.679 0.0491
N 0.803 0.107 -0.292 -0.0213
C -1.784 -1.808 -0.281 -1.5399
H 3.885 -1.686 0.371 0.3656
O 0.591 2.198 0.132 -0.3555
H -1.248 0.178 -2.083 0.2493
H -1.520 -2.415 0.587 0.3325
O 1.852 1.737 -1.593 -0.6150
H -2.357 -0.001 0.775 0.3261
C -0.159 1.568 1.169 -0.5265
H 0.018 -0.398 1.589 0.3966
H -1.134 2.034 1.389 0.3355
H 2.964 -0.669 1.475 0.2765
S 1.776 -1.296 -0.553 -0.0279
C -1.600 -0.311 0.053 0.3951
H -1.757 1.574 -1.033 0.3650
C -1.879 0.500 -1.163 -1.5409
H -2.889 0.425 -1.545 0.4669
C 1.157 1.349 -0.698 0.5465
H 0.416 1.503 2.136 0.3061
```

Summary:
2S+1 ... 1
Net charge ... 0
Frontier orbital gap ... 9.8 eV

*x*
Here is a structure of composition C7H13NO2S from the Open Molecules 2025 dataset. Energies are from the ωB97M-V functional and the def2-TZVPD basis.

XYZ file:
```
24
Properties=species:S:1:pos:R:3:mulliken_charge:R:1
O -1.707 -2.028 -1.357 -0.5600
S -2.101 0.863 -0.629 -0.0799
C 1.295 2.065 -0.348 -1.1080
C 0.335 0.055 0.652 0.0964
C -3.372 0.393 0.413 -0.7186
H -3.530 -0.734 0.498 0.2624
H 1.185 2.410 0.809 0.2517
H -3.246 0.866 1.541 0.2088
H 0.987 -1.406 -1.794 0.2050
O 0.135 -2.113 0.123 -0.3666
H 0.023 -1.547 2.062 0.3295
H 2.853 -1.310 -0.790 0.2180
H 0.332 0.604 1.682 0.3485
H 0.355 2.496 -0.975 0.1803
H 2.260 0.594 0.469 0.2234
C -0.931 -1.574 -0.560 0.5323
H 2.184 2.600 -0.779 0.4138
H -4.513 0.685 0.043 0.3009
H 1.797 -1.727 1.490 0.2249
C 1.444 0.580 -0.256 0.2085
C 1.938 -0.531 -1.260 -0.8325
N -0.857 -0.238 -0.054 0.0285
H 2.454 0.351 -2.140 0.2559
C 0.679 -1.356 1.163 -0.6233
```

Summary:
2S+1 ... 1
Net charge ... 0
Frontier orbital gap ... 9.5 eV

Short version: *w*, *x*, most stable first.

*w*
Here is an isolated molecule of C4H4O from the Open Molecules 2025 dataset. Energies are from the ωB97M-V functional and the def2-TZVPD basis.

XYZ file:
```
9
Properties=species:S:1:pos:R:3:mulliken_charge:R:1
H -0.029 0.971 -1.292 0.3089
C -1.495 -0.119 -0.201 -0.5281
H -2.312 0.200 -0.856 0.2646
H -1.156 -1.120 -0.139 0.3373
H 3.027 -0.756 1.198 0.3982
C -0.149 0.485 -0.338 0.0312
O -1.044 0.915 0.651 -0.3766
C 1.058 -0.115 0.235 -0.6258
C 2.100 -0.462 0.743 0.1903
```

Summary:
2S+1 ... 1
Net charge ... 0
Frontier orbital gap ... 10.9 eV

*x*
Here is an isolated molecule of C4H4O from the Open Molecules 2025 dataset. Energies are from the ωB97M-V functional and the def2-TZVPD basis.

XYZ file:
```
9
Properties=species:S:1:pos:R:3:mulliken_charge:R:1
C 2.340 -0.811 0.505 0.0866
H -1.137 1.641 -1.186 0.3472
H 3.282 -1.159 0.877 0.3908
H -1.214 0.062 1.105 0.2541
C 0.128 -0.143 -0.654 -0.7922
C 1.252 -0.488 0.028 0.0340
C -1.185 0.103 0.013 -0.0167
H -1.924 -0.628 -0.364 0.1841
O -1.542 1.424 -0.323 -0.4879
```

Summary:
2S+1 ... 1
Net charge ... 0
Frontier orbital gap (alpha / beta) ... 7.2 / 7.2 eV

Short version: *w*, *x*, most stable first.

*w*
Here is an isolated molecule of C5H9ClSi from the Open Molecules 2025 dataset. Energies are from the ωB97M-V functional and the def2-TZVPD basis.

XYZ file:
```
16
Properties=species:S:1:pos:R:3:mulliken_charge:R:1
C 3.580 -0.643 0.866 0.0605
H -1.446 -1.702 -0.841 0.2842
H -0.594 0.607 -1.932 0.3577
H 1.435 2.403 -0.769 -0.1471
C -1.024 -0.846 -0.182 -0.6309
Si 1.050 1.227 0.011 0.4790
Cl -2.583 -0.328 2.076 -0.2186
H -0.488 -1.356 0.699 0.3661
H 0.219 1.637 1.154 -0.1019
H 0.719 -0.683 -1.600 0.3120
C -0.015 0.065 -1.101 -0.7864
C -2.300 0.058 0.293 -0.3274
H 4.137 -1.651 0.991 0.3102
C 2.621 0.228 0.568 -0.5185
H -3.214 -0.198 -0.376 0.3360
H -2.096 1.182 0.143 0.2252
```

Summary:
2S+1 ... 1
Net charge ... 0
Frontier orbital gap ... 10.8 eV

*x*
Here is an isolated molecule of C5H9ClSi from the Open Molecules 2025 dataset. Energies are from the ωB97M-V functional and the def2-TZVPD basis.

XYZ file:
```
16
Properties=species:S:1:pos:R:3:mulliken_charge:R:1
C -0.835 -0.414 0.645 -0.7744
C -0.632 1.518 -0.706 -0.3291
C 0.049 -0.716 -0.589 -0.0685
H 0.148 0.549 -2.453 0.4291
Si 1.867 -1.058 -0.029 0.5797
H -1.833 1.488 1.101 0.3458
H -0.454 -0.858 1.566 0.2905
Cl 2.797 0.712 0.244 -0.2457
H -0.316 -1.596 -1.123 0.4329
H -1.841 -0.804 0.481 0.2806
C -0.120 0.523 -1.412 -0.6931
C -0.882 1.116 0.718 -0.6269
H -0.847 2.512 -1.060 0.4203
H 2.587 -1.770 -1.085 -0.1641
H -0.086 1.508 1.358 0.2615
H 1.924 -1.806 1.254 -0.1387
```

Summary:
2S+1 ... 1
Net charge ... 0
Frontier orbital gap ... 9.9 eV

*y*
Here is an isolated molecule of C5H9ClSi from the Open Molecules 2025 dataset. Energies are from the ωB97M-V functional and the def2-TZVPD basis.

XYZ file:
```
16
Properties=species:S:1:pos:R:3:mulliken_charge:R:1
H 2.342 -0.675 0.941 0.2948
C -0.340 -1.221 -0.853 -0.8092
H 0.833 -2.644 0.301 0.4498
C 0.855 0.700 0.029 -0.6432
H 0.774 1.486 0.772 0.2565
H 0.787 -0.588 1.779 0.3188
H -0.434 0.682 -1.776 0.3985
Cl -3.264 -0.882 0.132 -0.2881
H -2.953 1.831 -0.655 -0.1284
C 1.203 -0.600 0.828 -0.6322
C -0.416 0.281 -0.738 0.0809
Si -2.114 0.864 0.127 0.4720
H 1.588 1.044 -0.757 0.2658
H -0.960 -2.038 -1.312 0.3742
H -2.223 1.181 1.618 -0.1042
C 0.503 -1.672 0.064 -0.3060
```

Summary:
2S+1 ... 1
Net charge ... 0
Frontier orbital gap ... 9.9 eV

Short version: *x*, *y*, *w*, most stable first.

*w*
Here is a cluster of 2 separate species, CHN2O2P in total from the Open Molecules 2025 dataset. Energies are from the ωB97M-V functional and the def2-TZVPD basis.

XYZ file:
```
7
Properties=species:S:1:pos:R:3:mulliken_charge:R:1
P 1.288 1.475 -0.508 0.0309
H -0.019 1.128 -0.469 0.0368
O -1.382 -2.708 -1.160 -0.3849
C 1.460 1.142 1.207 0.2944
N -1.731 -1.620 -0.851 0.7724
O -1.224 -0.607 -0.558 -0.4283
N 1.608 1.190 2.338 -0.3212
```

Summary:
2S+1 ... 1
Net charge ... 0
Frontier orbital gap (alpha / beta) ... 7.7 / 8.5 eV

*x*
Here is a structure of composition CHN2O2P from the Open Molecules 2025 dataset. Energies are from the ωB97M-V functional and the def2-TZVPD basis.

XYZ file:
```
7
Properties=species:S:1:pos:R:3:mulliken_charge:R:1
N 2.252 -0.045 -0.392 0.5539
H -1.258 1.365 -0.193 0.0196
P -0.854 0.487 0.834 0.0763
N -1.871 -1.893 -0.475 -0.3510
O 2.762 0.938 -0.172 -0.0379
C -1.659 -0.877 -0.028 0.2439
O 0.627 0.025 0.427 -0.5047
```

Summary:
2S+1 ... 1
Net charge ... 0
Frontier orbital gap (alpha / beta) ... 7.1 / 7.1 eV

Short version: *x*, *w*, most stable first.

*w*
Here is a structure of composition C5H13NP from the Open Molecules 2025 dataset. Energies are from the ωB97M-V functional and the def2-TZVPD basis.

XYZ file:
```
20
Properties=species:S:1:pos:R:3:mulliken_charge:R:1
N -0.029 -1.238 -0.870 0.0299
C -1.675 0.241 1.647 -1.0823
C 0.647 -0.037 -0.321 -0.5050
H -0.298 -1.126 -1.836 0.4295
H 0.053 -3.316 -0.958 0.3499
H -0.844 -1.166 -0.319 0.2460
H 1.160 2.841 0.071 0.1705
H 0.732 -2.537 0.513 0.3556
C 0.700 -2.450 -0.584 -0.8909
H 2.267 3.328 -1.469 0.2745
P 1.396 1.083 -1.568 -0.0122
H -2.076 -0.730 1.246 0.3170
C -0.901 0.978 0.556 -0.5164
H 1.449 -0.009 0.473 0.4179
H -2.532 0.889 1.807 0.3518
H -1.331 0.040 2.651 0.3157
H -1.634 1.196 -0.301 0.3322
H -0.521 1.850 0.967 0.4098
H 1.676 -2.352 -0.859 0.3900
C 1.764 2.516 -0.846 -0.3836
```

Summary:
2S+1 ... 1
Net charge ... +1
Frontier orbital gap ... 9.0 eV

*x*
Here is the ion C5H13NP with charge +1 from the Open Molecules 2025 dataset. Energies are from the ωB97M-V functional and the def2-TZVPD basis.

XYZ file:
```
20
Properties=species:S:1:pos:R:3:mulliken_charge:R:1
H -2.039 -0.858 -1.118 0.4140
P 2.216 0.021 0.195 0.1080
H -0.994 0.685 2.067 0.3737
H -2.665 0.319 0.249 0.3541
H 2.459 -2.310 -0.233 0.2743
H -1.292 1.483 -1.545 0.4814
C 0.464 -0.715 0.139 -0.8880
N -0.562 0.309 0.047 0.0419
H 0.163 2.144 -1.075 0.3312
C -1.917 -0.433 -0.076 -0.7735
H 4.130 -1.551 0.037 0.2591
H -1.925 -1.445 0.524 0.2989
H -0.103 0.495 -2.035 0.4122
H 0.482 1.550 1.325 0.4130
C -0.378 1.139 -1.191 -0.9410
H 0.133 -1.374 -0.812 0.4941
C 2.996 -1.490 0.123 -0.5368
C -0.569 1.235 1.229 -1.0666
H 0.496 -1.299 1.105 0.4827
H -1.095 2.095 1.045 0.4671
```

Summary:
2S+1 ... 1
Net charge ... +1
Frontier orbital gap ... 9.5 eV

*y*
Here is a cluster of 2 separate species, C5H13NP in total from the Open Molecules 2025 dataset. Energies are from the ωB97M-V functional and the def2-TZVPD basis.

XYZ file:
```
20
Properties=species:S:1:pos:R:3:mulliken_charge:R:1
C 0.442 -0.080 0.302 -0.0609
P -1.003 -2.823 -0.508 0.0584
H -0.257 3.883 0.145 0.4241
N 0.292 -2.191 0.294 -0.1600
H 1.104 0.111 -1.294 0.2980
C 0.175 0.611 -0.895 -0.1603
H 1.301 2.343 -0.825 0.3933
H -2.194 -2.475 0.329 0.1197
H -1.531 2.861 -0.566 0.3008
C -0.565 2.938 -0.063 -1.1347
C 0.316 2.175 -1.030 -0.7018
H -0.707 0.453 -1.607 0.3114
H -0.209 -2.341 2.389 0.3152
H 0.204 2.548 -2.026 0.3962
C 0.618 -2.659 1.624 -0.7760
H -0.486 2.569 0.957 0.3323
H -1.109 -1.982 -1.627 0.0756
H 0.621 -3.856 1.738 0.3179
H 1.640 -2.309 1.700 0.3333
H 1.348 0.224 0.962 0.3173
```

Summary:
2S+1 ... 1
Net charge ... +1
Frontier orbital gap (alpha / beta) ... 7.5 / 7.0 eV

Short version: *x*, *w*, *y*, most stable first.

*w*
Here is an isolated molecule of C6H4O from the Open Molecules 2025 dataset. Energies are from the ωB97M-V functional and the def2-TZVPD basis.

XYZ file:
```
11
Properties=species:S:1:pos:R:3:mulliken_charge:R:1
H -1.934 -1.499 0.655 0.3399
C -1.264 -1.091 -0.134 -0.0851
H 1.443 0.629 1.387 0.3432
H 0.275 2.130 -0.552 0.3066
H -1.172 0.754 1.013 0.3676
C 1.374 0.218 -0.990 0.2251
O -1.128 -1.640 -1.196 -0.4217
C 0.930 0.182 0.545 -0.1030
C 1.751 -0.911 -0.466 -0.7127
C -0.574 0.182 0.299 0.0807
C 0.299 1.047 -0.560 -0.3406
```

Summary:
2S+1 ... 1
Net charge ... 0
Frontier orbital gap ... 9.5 eV

*x*
Here is an isolated molecule of C6H4O from the Open Molecules 2025 dataset. Energies are from the ωB97M-V functional and the def2-TZVPD basis.

XYZ file:
```
11
Properties=species:S:1:pos:R:3:mulliken_charge:R:1
C -1.163 -0.823 0.001 -0.7448
C -1.416 0.586 0.000 -0.0938
H -2.394 1.032 -0.008 0.4114
H 0.677 -1.990 0.007 0.3844
C 2.191 0.111 0.004 0.7189
H -1.923 -1.583 -0.009 0.3904
C -0.252 1.265 0.003 -1.1292
O 3.321 -0.132 -0.010 -0.3608
C 0.169 -1.043 0.007 -0.4538
H -0.076 2.321 -0.001 0.3958
C 0.866 0.256 0.006 0.4815
```

Summary:
2S+1 ... 1
Net charge ... 0
Frontier orbital gap ... 9.3 eV

*y*
Here is an isolated molecule of C6H4O from the Open Molecules 2025 dataset. Energies are from the ωB97M-V functional and the def2-TZVPD basis.

XYZ file:
```
11
Properties=species:S:1:pos:R:3:mulliken_charge:R:1
O 0.649 -2.394 -1.050 -0.4364
C -0.816 -2.241 1.269 -0.7443
C 0.025 -1.678 -0.315 -0.0704
C 0.755 2.333 0.149 -1.2594
H 1.726 2.459 0.638 0.2923
C 0.469 0.913 -0.024 1.4267
H 0.796 2.839 -0.820 0.3043
C 0.239 -0.265 -0.157 -0.2982
H -0.008 2.816 0.766 0.3086
C -1.456 -2.322 0.181 0.0619
H -2.139 -2.587 -0.607 0.4150
```

Summary:
2S+1 ... 1
Net charge ... 0
Frontier orbital gap ... 9.4 eV

*z*
Here is an isolated molecule of C6H4O from the Open Molecules 2025 dataset. Energies are from the ωB97M-V functional and the def2-TZVPD basis.

XYZ file:
```
11
Properties=species:S:1:pos:R:3:mulliken_charge:R:1
C 0.120 -0.736 0.695 -0.3398
O -0.034 1.178 -0.457 -0.2754
C 1.081 1.234 0.310 -0.4158
H 2.003 -0.122 1.751 0.3972
C -1.659 -0.445 -1.077 -0.1226
C -0.629 -0.003 -0.164 0.2808
C 1.224 0.099 1.038 -0.3152
H -0.082 -1.754 1.002 0.4343
H -0.865 -0.875 -1.730 0.2157
H 1.646 2.147 0.232 0.4311
C -2.807 -0.723 -1.600 -0.2901
```

Summary:
2S+1 ... 1
Net charge ... 0
Frontier orbital gap ... 8.7 eV

Short version: *x*, *z*, *y*, *w*, most stable first.